C5H4FNO in the gas phase, computed with ωB97M-V/def2-TZVPD.

E, Eh: -422.73414
Relative energy (zero: lowest compared OMol25 entry of this formula, charge and spin), kcal per mole: 32.08
HOMO-LUMO gap, eV: 8.786
Charge: 0

Element x y z (Å)
O 0.1330 2.1605 0.0971
C -0.3387 1.0608 -0.0345
C -1.7493 0.6346 -0.2720
C -1.7141 -0.6988 -0.2545
N -0.3933 -1.2626 -0.0349
C 0.3995 -0.2805 0.0842
C 1.8748 -0.3911 0.3156
F 2.5351 0.2580 -0.7104
H -2.5786 1.2837 -0.4335
H -2.5339 -1.3882 -0.3636
H 2.1881 0.0765 1.2773
H 2.1773 -1.4528 0.3295

Atoms 1-6, force components in eV/Å:
O -0.2 -0.5 0.0
C -0.1 0.4 0.1
C 0.5 -0.5 0.0
C -0.2 0.4 0.1
N 0.1 0.1 0.0
C 0.5 0.1 0.1

Atomic partial charges in e from the natural (NBO) method, atoms 1 to 6:
1. O -0.446
2. C 0.492
3. C -0.353
4. C 0.028
5. N -0.378
6. C 0.161

2 unconnected molecules or ions with the total composition C5H4FNS, computed with ωB97M-V/def2-TZVPD.

E, Eh: -745.55074
Relative energy (zero: lowest compared OMol25 entry of this formula, charge and spin), kcal per mole: 116.23
HOMO-LUMO gap, eV: 7.635
Charge: 0

Element x y z (Å)
C -0.3855 -0.3370 1.5256
C -0.0189 0.0025 0.3342
C 0.8028 -0.5714 -0.6917
C 0.6021 0.2201 -1.8875
C -0.3778 1.3193 -1.4269
H -0.9494 -1.8228 3.2516
H -1.2039 0.0680 2.0183
H 1.3246 -1.4400 -0.5895
H 0.9256 0.3348 -2.9119
N -0.7576 1.0874 -0.1879
F -0.8271 2.4664 -2.0475
S 0.8651 -1.3274 2.6132

Atoms 1-6, force components in eV/Å:
C 3.8 -2.5 3.2
C -1.1 1.5 -3.5
C -1.1 3.9 -4.1
C -1.1 0.9 3.2
C 0.1 -1.3 3.1
H 3.9 0.4 -0.7

Atomic partial charges in e from the natural (NBO) method, atoms 1 to 6:
1. C -0.112
2. C -0.027
3. C -0.182
4. C -0.288
5. C 0.583
6. H 0.159